The following is a DFT calculation (wB97M-V/def2-TZVPD) of a structure of composition C41H30I2N3O2P2RbS2.

Each line ends with the Löwdin charge.
Positions of all 83 atoms, in Å:
Rb  -1.74  -1.21  1.06  0.599
S  1.58  -1.27  0.63  0.134
P  1.16  0.65  0.10  0.305
C  -0.40  1.06  -0.25  -0.677
P  -1.51  2.15  0.27  0.291
S  -3.46  1.57  0.31  0.109
C  -1.19  2.80  1.98  -0.308
C  -1.59  2.05  3.09  -0.112
C  -1.34  2.49  4.38  -0.094
C  -0.66  3.68  4.60  -0.119
C  -0.24  4.43  3.51  -0.108
C  -0.50  3.99  2.21  -0.086
C  -1.46  3.74  -0.66  -0.338
C  -0.32  4.08  -1.37  -0.090
C  -0.23  5.30  -2.03  -0.097
C  -1.29  6.19  -1.99  -0.121
C  -2.44  5.86  -1.28  -0.105
C  -2.52  4.64  -0.63  -0.110
C  1.95  1.74  1.36  -0.325
C  1.91  1.39  2.71  -0.099
C  2.43  2.24  3.67  -0.098
C  3.01  3.45  3.30  -0.124
C  3.05  3.80  1.96  -0.106
C  2.52  2.96  1.00  -0.102
C  2.29  0.95  -1.32  -0.352
C  1.78  1.22  -2.59  -0.102
C  2.63  1.40  -3.68  -0.101
C  4.00  1.33  -3.50  -0.118
C  4.52  1.06  -2.24  -0.105
C  3.67  0.86  -1.16  -0.115
H  -2.13  1.12  2.95  0.067
H  -1.66  1.88  5.22  0.098
H  -0.46  4.02  5.61  0.089
H  0.31  5.35  3.66  0.096
H  -0.16  4.58  1.38  0.100
H  0.50  3.37  -1.39  0.074
H  0.67  5.54  -2.59  0.093
H  -1.22  7.14  -2.50  0.086
H  -3.27  6.55  -1.25  0.089
H  -3.42  4.36  -0.09  0.067
H  1.48  0.43  2.99  0.084
H  2.37  1.96  4.72  0.098
H  3.42  4.11  4.06  0.089
H  3.50  4.74  1.66  0.092
H  2.55  3.25  -0.04  0.100
H  0.70  1.27  -2.70  0.080
H  2.20  1.58  -4.66  0.081
H  4.67  1.48  -4.34  0.086
H  5.60  0.99  -2.09  0.089
H  4.08  0.61  -0.19  0.101
O  -1.47  -2.87  4.02  0.047
C  -2.10  -3.46  3.15  -0.746
O  -3.33  -3.23  2.85  -0.429
C  -1.36  -4.49  2.32  -0.264
C  -1.14  -5.80  2.83  0.000
C  -0.46  -6.69  2.06  -0.012
C  0.06  -6.28  0.81  -0.157
C  0.80  -7.13  -0.04  -0.053
C  1.30  -6.66  -1.22  -0.098
C  1.10  -5.32  -1.60  -0.072
C  0.38  -4.47  -0.80  -0.021
C  -0.17  -4.94  0.41  -0.201
N  -0.91  -4.08  1.17  0.125
H  -1.53  -6.06  3.80  0.118
H  -0.29  -7.71  2.40  0.110
H  0.96  -8.16  0.27  0.103
H  1.87  -7.32  -1.87  0.092
H  1.53  -4.95  -2.52  0.103
H  0.25  -3.42  -1.04  0.078
I  -4.49  -4.30  1.16  0.545
I  -5.90  -5.54  -0.93  -0.199
N  -0.08  0.10  -5.52  0.159
C  -0.57  -0.59  -4.74  -0.180
C  -1.23  -1.49  -3.84  -0.197
C  -1.58  -2.76  -4.31  -0.027
C  -2.27  -3.60  -3.47  -0.050
C  -2.59  -3.14  -2.20  -0.146
N  -2.25  -1.94  -1.74  0.037
C  -1.56  -1.12  -2.54  -0.067
H  -1.31  -3.05  -5.32  0.114
H  -2.57  -4.59  -3.78  0.105
H  -3.16  -3.77  -1.52  0.024
H  -1.27  -0.17  -2.10  0.075

HOMO   -1.77 eV
Total charge   -2
Kohn-Sham gap   5.28 eV
Molecular weight   1062.07 g/mol
ΔE to the lowest compared entry with this formula, charge and spin   0.891 eV